{
  "formula": "C2HBr2FO",
  "method": "ωB97M-V/def2-TZVPD",
  "symbols": ["C", "C", "O", "F", "Br", "Br", "H"],
  "positions_angstrom": [[0.833, -0.411, -0.538], [-0.437, 0.190, 0.469], [0.817, -1.296, -1.297], [1.911, 0.270, -0.190], [-2.029, -0.963, 0.057], [-0.695, 1.984, -0.077], [-0.400, 0.225, 1.575]],
  "gap_ev": 10.7723,
  "multiplicity": 1,
  "largest_force_ev_per_a": 3.78,
  "lumo_ev": 0.116,
  "homo_ev": -10.657,
  "de_lowest_kcal_mol": 4.4
}

***

{
  "formula": "C48H38BrKN3O2P3S2",
  "method": "ωB97M-V/def2-TZVPD",
  "symbols": ["K", "S", "P", "C", "P", "S", "C", "C", "C", "C", "C", "C", "C", "C", "C", "C", "C", "C", "C", "C", "C", "C", "C", "C", "C", "C", "C", "C", "C", "C", "H", "H", "H", "H", "H", "H", "H", "H", "H", "H", "H", "H", "H", "H", "H", "H", "H", "H", "H", "H", "N", "P", "C", "C", "C", "C", "C", "C", "C", "C", "C", "C", "C", "C", "C", "C", "C", "C", "C", "N", "H", "H", "H", "H", "H", "H", "H", "H", "H", "H", "H", "H", "H", "H", "H", "Br", "C", "C", "C", "C", "C", "N", "C", "O", "O", "H", "H", "H"],
  "positions_angstrom": [[0.670, 1.071, -1.445], [-2.239, -0.656, -0.686], [-1.609, 0.151, 1.042], [-0.337, 1.230, 0.883], [-0.072, 2.644, 1.715], [1.383, 3.804, 0.944], [-1.534, 3.782, 1.876], [-1.512, 4.886, 2.735], [-2.588, 5.765, 2.799], [-3.704, 5.562, 1.991], [-3.727, 4.485, 1.116], [-2.647, 3.605, 1.058], [0.402, 2.374, 3.506], [-0.481, 2.400, 4.583], [-0.076, 2.017, 5.863], [1.224, 1.591, 6.088], [2.121, 1.560, 5.023], [1.713, 1.951, 3.753], [-3.154, 0.614, 1.992], [-3.111, 0.731, 3.381], [-4.224, 1.150, 4.106], [-5.407, 1.458, 3.445], [-5.468, 1.331, 2.061], [-4.349, 0.912, 1.344], [-1.099, -1.272, 2.132], [-1.902, -2.407, 2.290], [-1.514, -3.441, 3.134], [-0.310, -3.357, 3.836], [0.496, -2.237, 3.681], [0.100, -1.201, 2.828], [-0.630, 5.064, 3.339], [-2.555, 6.613, 3.473], [-4.549, 6.242, 2.045], [-4.591, 4.321, 0.481], [-2.650, 2.762, 0.375], [-1.503, 2.719, 4.426], [-0.786, 2.046, 6.683], [1.535, 1.284, 7.080], [3.143, 1.226, 5.181], [2.410, 1.938, 2.923], [-2.195, 0.483, 3.902], [-4.165, 1.239, 5.186], [-6.275, 1.790, 4.005], [-6.389, 1.566, 1.537], [-4.384, 0.797, 0.267], [-2.826, -2.473, 1.723], [-2.145, -4.317, 3.244], [-0.008, -4.162, 4.498], [1.436, -2.161, 4.222], [0.714, -0.320, 2.685], [1.114, -1.270, -4.735], [1.266, -1.625, -2.999], [-0.085, -2.856, -2.713], [-1.004, -3.275, -3.669], [-1.978, -4.220, -3.349], [-2.042, -4.755, -2.067], [-1.134, -4.334, -1.102], [-0.169, -3.388, -1.425], [2.605, -2.935, -3.136], [2.474, -4.070, -3.944], [3.484, -5.020, -4.016], [4.651, -4.858, -3.270], [4.794, -3.740, -2.461], [3.780, -2.784, -2.402], [0.185, -0.249, -4.962], [0.102, 0.528, -6.123], [-0.893, 1.484, -6.179], [-1.784, 1.642, -5.113], [-1.613, 0.824, -4.009], [-0.642, -0.084, -3.939], [2.024, -1.056, -5.131], [-0.962, -2.854, -4.667], [-2.696, -4.529, -4.102], [-2.811, -5.478, -1.815], [-1.199, -4.710, -0.086], [0.511, -3.033, -0.654], [1.562, -4.210, -4.515], [3.361, -5.895, -4.645], [5.439, -5.603, -3.318], [5.698, -3.604, -1.877], [3.895, -1.910, -1.772], [0.829, 0.404, -6.918], [-0.971, 2.125, -7.052], [-2.577, 2.378, -5.139], [-2.256, 0.884, -3.131], [3.487, -0.642, 1.546], [4.077, 0.427, 0.083], [5.222, 1.186, 0.228], [5.638, 1.914, -0.881], [4.921, 1.837, -2.059], [3.772, 1.051, -2.090], [3.349, 0.360, -1.015], [2.984, 0.919, -3.399], [3.594, 0.282, -4.296], [1.865, 1.475, -3.427], [5.755, 1.208, 1.166], [6.527, 2.532, -0.818], [5.224, 2.369, -2.952]],
  "gap_ev": 5.4522,
  "charge": -2,
  "multiplicity": 1,
  "largest_force_ev_per_a": 1.93,
  "lumo_ev": 4.039,
  "homo_ev": -1.413,
  "de_lowest_kcal_mol": 0.0
}

***

{
  "formula": "C52H41Br2Cl3HgIN2OP2Si",
  "method": "ωB97M-V/def2-TZVPD",
  "symbols": ["Hg", "I", "C", "C", "C", "C", "C", "C", "C", "C", "C", "C", "H", "H", "H", "H", "H", "H", "C", "C", "C", "C", "C", "C", "Br", "C", "C", "Br", "C", "O", "C", "N", "H", "H", "H", "H", "H", "H", "C", "N", "C", "P", "C", "C", "C", "C", "C", "C", "C", "C", "C", "C", "C", "C", "C", "C", "C", "C", "C", "C", "P", "C", "C", "C", "C", "C", "C", "C", "C", "C", "C", "C", "C", "H", "H", "H", "H", "H", "H", "H", "H", "H", "H", "H", "H", "H", "H", "H", "H", "H", "H", "H", "H", "H", "H", "H", "H", "H", "H", "H", "H", "H", "Cl", "Si", "Cl", "Cl"],
  "positions_angstrom": [[-0.981, -1.467, 0.145], [-0.169, -1.508, 2.937], [-2.530, 0.230, 2.686], [-3.021, 0.666, 3.872], [-4.116, 1.552, 3.877], [-4.647, 1.979, 2.693], [-4.111, 1.568, 1.456], [-4.600, 2.069, 0.235], [-4.035, 1.682, -0.947], [-2.985, 0.750, -0.951], [-2.457, 0.214, 0.204], [-3.015, 0.646, 1.442], [-2.593, 0.334, 4.808], [-4.533, 1.886, 4.822], [-5.499, 2.649, 2.678], [-5.423, 2.776, 0.255], [-4.391, 2.088, -1.889], [-2.594, 0.456, -1.912], [-3.812, -3.348, 1.503], [-4.043, -3.448, 0.030], [-5.085, -4.240, -0.482], [-5.284, -4.293, -1.833], [-4.444, -3.563, -2.696], [-4.588, -3.516, -4.091], [-6.005, -4.482, -4.960], [-3.751, -2.767, -4.882], [-2.723, -2.075, -4.282], [-1.575, -1.005, -5.358], [-2.424, -2.077, -2.902], [-1.430, -1.464, -2.454], [-3.381, -2.828, -2.093], [-3.229, -2.790, -0.765], [-4.658, -3.752, 2.056], [-3.651, -2.311, 1.798], [-2.916, -3.910, 1.766], [-5.718, -4.799, 0.194], [-6.085, -4.893, -2.250], [-3.888, -2.723, -5.954], [2.133, 2.503, -0.339], [3.198, 1.785, 0.312], [3.518, 0.546, -0.341], [2.276, -0.846, 0.022], [2.799, -1.809, -1.448], [2.034, -1.636, -2.598], [2.427, -2.213, -3.792], [3.575, -2.986, -3.840], [4.314, -3.195, -2.689], [3.939, -2.602, -1.498], [3.149, -1.685, 1.385], [3.794, -0.954, 2.378], [4.329, -1.595, 3.481], [4.220, -2.969, 3.608], [3.564, -3.699, 2.631], [3.018, -3.064, 1.533], [4.084, 2.437, 1.145], [5.454, 2.135, 1.171], [6.314, 2.774, 2.040], [5.852, 3.740, 2.917], [4.504, 4.061, 2.897], [3.637, 3.432, 2.030], [0.440, 1.638, -0.310], [-0.248, 2.674, -1.655], [-0.332, 4.062, -1.622], [-0.789, 4.757, -2.728], [-1.163, 4.075, -3.876], [-1.082, 2.692, -3.915], [-0.622, 1.997, -2.810], [-0.191, 2.443, 1.200], [0.501, 2.186, 2.380], [0.079, 2.747, 3.570], [-1.053, 3.543, 3.597], [-1.775, 3.756, 2.436], [-1.350, 3.209, 1.239], [2.379, 2.612, -1.411], [2.040, 3.502, 0.089], [4.491, 0.167, -0.030], [3.530, 0.687, -1.434], [1.121, -1.059, -2.544], [1.832, -2.067, -4.681], [3.888, -3.432, -4.774], [5.188, -3.830, -2.718], [4.521, -2.775, -0.602], [3.887, 0.121, 2.292], [4.818, -1.013, 4.253], [4.635, -3.471, 4.472], [3.465, -4.770, 2.729], [2.511, -3.644, 0.780], [5.861, 1.398, 0.496], [7.365, 2.514, 2.022], [6.528, 4.229, 3.603], [4.118, 4.804, 3.581], [2.590, 3.690, 2.067], [-0.040, 4.597, -0.727], [-0.852, 5.838, -2.694], [-1.506, 4.623, -4.745], [-1.379, 2.146, -4.799], [-0.562, 0.918, -2.824], [1.357, 1.524, 2.364], [0.629, 2.555, 4.479], [-1.390, 3.977, 4.529], [-2.687, 4.337, 2.462], [-1.929, 3.351, 0.340], [-1.260, -5.653, 0.363], [-0.175, -4.157, -0.702], [1.694, -5.247, -0.860], [-0.824, -4.695, -2.647]],
  "gap_ev": [5.7633, 6.1711],
  "charge": -2,
  "multiplicity": 2,
  "largest_force_ev_per_a": 0.79,
  "lumo_ev": [3.913, 3.913],
  "homo_ev": [-1.850, -2.258],
  "de_lowest_kcal_mol": 15.6
}

***

{
  "formula": "C7H4Cl4NiO3Te4",
  "method": "ωB97M-V/def2-TZVPD",
  "symbols": ["Ni", "Cl", "C", "C", "Cl", "C", "Cl", "C", "O", "C", "O", "C", "Cl", "Te", "Te", "Te", "Te", "C", "O", "H", "H", "H", "H"],
  "positions_angstrom": [[1.054, -0.688, -0.922], [-1.011, 6.485, -0.539], [-0.107, 5.218, 0.210], [0.968, 5.485, 1.007], [1.608, 7.040, 1.378], [1.460, 4.262, 1.543], [2.819, 4.125, 2.594], [0.703, 3.216, 1.071], [0.973, 1.911, 1.284], [-1.270, 2.990, -0.439], [-1.384, 1.786, -0.449], [-0.337, 3.793, 0.219], [-2.581, 3.857, -1.410], [2.343, 1.333, -0.160], [6.098, -3.554, -1.176], [7.333, -5.759, -1.903], [3.515, -1.442, -0.815], [-1.817, -1.308, -0.051], [-0.921, -0.741, -0.998], [-2.823, -1.355, -0.473], [-1.830, -0.716, 0.865], [-1.473, -2.316, 0.174], [-1.127, 0.222, -1.050]],
  "gap_ev": [4.9928, 4.6986],
  "charge": -2,
  "multiplicity": 3,
  "largest_force_ev_per_a": 1.16,
  "lumo_ev": [3.543, 3.501],
  "homo_ev": [-1.450, -1.198],
  "de_lowest_kcal_mol": 76.4
}

***

- Among the records above, which one has the highest multiplicity?
  C7H4Cl4NiO3Te4